(1)
Below is an isolated molecule of C3H9O2PS at a distorted geometry, with properties calculated with ωB97M-V/def2-TZVPD.

Values from the calculation:
Relative energy (zero: lowest compared OMol25 entry of this formula, charge and spin) (kJ/mol): 140.35
Total energy (eV): -27475.4747
SMILES: COP(OC)SC

Last column: Löwdin charge in e.
Cartesian coordinates (Å):
C 1.76 0.67 -1.93  -0.4345
C -2.41 0.88 0.79  -0.2110
C 1.00 -1.45 1.19  -0.1093
O -1.50 -0.16 0.86  -0.4605
O 0.33 -1.59 -0.09  -0.4717
P -0.83 -0.62 -0.53  0.6118
S 0.28 1.20 -0.97  0.5082
H 1.48 0.52 -2.95  0.0083
H 2.06 -0.28 -1.35  0.0414
H -3.13 0.74 0.01  0.0583
H -1.69 1.79 0.49  0.0785
H -3.00 0.94 1.69  0.0869
H 1.42 -0.39 1.34  0.0933
H 1.67 -2.24 1.19  0.0529
H 0.15 -1.54 2.04  0.1240
H 2.40 1.55 -1.79  0.0235

=====

(2)
Below is a cluster of 2 separate species, C3H9O2S in total at a distorted geometry, with properties calculated with ωB97M-V/def2-TZVPD.

Values from the calculation:
Relative energy (zero: lowest compared OMol25 entry of this formula, charge and spin) (kJ/mol): 180.92
Total energy (eV): -18183.1178
Multiplicity: 2

Last column: Löwdin charge in e.
Cartesian coordinates (Å):
C 0.00 -0.79 1.18  -0.3079
O -0.79 -1.41 0.24  -0.0465
C 0.36 0.76 0.83  -0.1540
C -0.95 1.33 0.02  -0.4842
S -0.89 2.00 -1.75  0.6460
H -0.59 -0.70 2.13  0.1398
H 0.86 -1.46 1.55  0.1592
H 1.14 0.59 0.02  0.0937
H 0.74 1.34 1.67  0.0881
H -1.42 0.39 -0.13  -0.0053
H -1.59 2.05 0.63  0.0832
H -0.39 1.07 -2.56  -0.1898
H 2.03 -1.53 -1.40  0.0219
H 0.28 -1.60 -1.06  0.0785
O 1.22 -2.04 -1.37  -0.1226